(1)
ORCA calculation (the ωB97M-V functional and the def2-TZVPD basis) on a molecular structure, CH3IN2O2 at a distorted geometry.

Geometry as XYZ:
```
9
Properties=species:S:1:pos:R:3:mulliken_charge:R:1
I -1.393 4.426 -0.773 0.2619
O -0.210 2.879 -1.013 -0.6310
O -1.755 1.623 -0.051 -0.5808
N 0.309 0.716 -0.281 0.0069
N -0.066 -0.488 0.323 -0.6240
C -0.644 1.658 -0.432 0.7606
H 0.113 -1.212 -0.412 0.2519
H 1.322 0.891 -0.513 0.2747
H -1.034 -0.240 0.372 0.2798
```

Its largest force on an atom is 3.9 eV/Å. Its energy above the lowest of the compared OMol25 structures with the same formula, charge and spin is 0.715 eV. For the frontier orbital gap, the calculation gives 8.57 eV. Its electronic energy is -16259.6947 eV. As for the LUMO energy: -0.7 eV.

***

(2)
ORCA calculation (the ωB97M-V functional and the def2-TZVPD basis) on C7H7NO4 in the gas phase at a distorted geometry.

Geometry as XYZ:
```
19
Properties=species:S:1:pos:R:3:mulliken_charge:R:1
O -1.838 -2.171 -1.476 -0.5446
O 2.659 -1.055 1.431 -0.4861
O 2.630 0.551 -0.166 -0.5030
O -0.236 0.865 2.723 -0.5599
N 0.005 0.738 -0.574 -0.3862
C -0.569 1.718 0.381 -0.6219
C -0.192 0.794 1.533 0.2395
C -0.907 0.066 -1.486 -0.5992
C -0.279 -1.551 0.276 -0.7683
C -1.122 -1.356 -0.970 0.4648
C 0.315 -0.190 0.524 0.9435
C 2.145 -0.301 0.691 0.4212
H -0.886 -1.906 1.110 0.3351
H -1.879 0.568 -1.545 0.2364
H 1.888 0.965 -0.679 0.5447
H 0.480 -2.313 0.082 0.3465
H -0.074 2.690 0.352 0.2909
H -0.493 0.027 -2.499 0.3436
H -1.648 1.861 0.291 0.3029
```

Its largest force on an atom is 4.3 eV/Å. Its energy above the lowest of the compared OMol25 structures with the same formula, charge and spin is 0.302 eV. As for the structure (SMILES): O=C1CN2CC(=O)[C@@]2(C(=O)O)C1. For the frontier orbital gap, the calculation gives 9.67 eV. Its electronic energy is -17051.0084 eV. As for the LUMO energy: 0.1 eV.

***

(3)
ORCA calculation (the ωB97M-V functional and the def2-TZVPD basis) on 2 unconnected molecules or ions with the total composition C3H11N2O at a distorted geometry.

Geometry as XYZ:
```
17
Properties=species:S:1:pos:R:3:mulliken_charge:R:1
O -2.236 1.044 -0.647 -0.6138
N -0.058 -2.347 -1.046 -0.3875
N 0.899 -0.370 -0.500 -0.1825
C 1.061 0.856 0.303 -0.3045
C 0.082 -1.333 -0.183 0.2427
C 0.310 0.978 1.629 -1.2540
H 0.865 -2.488 -1.455 0.2379
H -0.675 0.533 1.679 0.3561
H 1.342 -0.296 -1.408 0.2820
H 0.823 1.750 -0.275 0.2806
H 0.242 2.001 2.002 0.3294
H -0.496 -1.295 0.732 0.3337
H 1.005 0.509 2.332 0.3923
H -1.937 1.875 -1.035 0.3141
H -2.741 0.771 -1.426 0.3133
H -0.631 -3.165 -1.139 0.2467
H 2.144 0.975 0.438 0.4135
```

Its largest force on an atom is 2.4 eV/Å. Its energy above the lowest of the compared OMol25 structures with the same formula, charge and spin is 1.442 eV. Its charge is +1. For the frontier orbital gap, the calculation gives 11.30 eV. Its electronic energy is -8310.3505 eV. As for the LUMO energy: -3.7 eV.

***

(4)
ORCA calculation (the ωB97M-V functional and the def2-TZVPD basis) on C4H8O3 in the gas phase.

Geometry as XYZ:
```
15
Properties=species:S:1:pos:R:3:mulliken_charge:R:1
O 0.626 -1.524 -0.525 -0.5505
O -2.036 -1.121 0.406 -0.5054
O 1.166 0.285 0.708 -0.3060
C -1.124 -0.053 0.324 0.4149
C -1.469 0.775 -0.904 -1.3301
C 0.301 -0.564 0.124 0.4643
C 2.549 -0.049 0.580 -0.6269
H -2.558 0.953 -0.892 0.3678
H 3.089 0.717 1.137 0.2233
H -0.920 1.719 -0.942 0.3302
H -1.134 0.550 1.244 0.2148
H 2.860 -0.048 -0.469 0.2918
H 2.740 -1.037 1.006 0.2865
H -2.848 -0.780 -0.004 0.3372
H -1.242 0.177 -1.793 0.3880
```

Its largest force on an atom is 0.6 eV/Å. Its energy above the lowest of the compared OMol25 structures with the same formula, charge and spin is 1.037 eV. As for the structure (SMILES): COC(=O)[C@@H](C)O. For the frontier orbital gap, the calculation gives 11.16 eV. Its electronic energy is -10419.9663 eV. As for the LUMO energy: 0.8 eV.